The following is a DFT calculation (the ωB97M-V functional and the def2-TZVPD basis) of C7H7NO2 in the gas phase in a non-equilibrium geometry.

Last column: Mulliken charge in e.
Positions of all 17 atoms, in Å:
1 C 1.131 2.097 -1.867  0.110
2 C 0.221 2.146 -1.084  -0.786
3 C -0.688 2.245 0.090  0.893
4 C -0.315 -0.737 -0.393  -0.655
5 C -1.369 -0.267 0.519  -0.754
6 C 0.981 -1.090 0.397  0.033
7 C -1.442 1.051 0.869  0.302
8 N 1.303 -2.312 0.444  -0.599
9 O -1.054 3.344 0.437  -0.546
10 O -2.330 1.594 1.741  -0.545
11 H 1.722 1.877 -2.699  0.446
12 H -0.494 -1.583 -1.098  0.286
13 H -0.168 0.012 -1.106  0.273
14 H -2.067 -0.832 0.986  0.519
15 H 1.547 -0.271 0.821  0.399
16 H 2.093 -2.330 1.068  0.267
17 H -2.230 2.486 2.039  0.357

The SMILES is [H]/N=C/C/C=C(/O)C(=O)C#C. Its multiplicity is 1. Its frontier orbital gap is 8.76 eV. The relative energy (zero: lowest compared OMol25 entry of this formula, charge and spin) is 103.5 kcal per mole. The calculation puts the HOMO energy at -0.339 Ha. The calculation puts the LUMO energy at -0.45 eV.

The following is a DFT calculation (the ωB97M-V functional and the def2-TZVPD basis) of C7H7NO3 in the gas phase in a non-equilibrium geometry.

Last column: Mulliken charge in e.
Positions of all 18 atoms, in Å:
1 C 1.848 -0.641 -1.571  -0.211
2 C 1.375 0.587 -1.170  -0.343
3 C 0.912 -1.590 -1.328  -0.302
4 C 0.093 0.357 -0.737  0.178
5 C 0.003 0.148 2.100  -0.854
6 C -0.877 0.985 1.547  0.233
7 C -0.976 1.195 -0.192  -0.602
8 N -1.635 1.860 2.296  0.916
9 O -1.635 1.743 3.521  -0.601
10 O -2.310 2.683 1.636  -0.566
11 O -0.197 -1.023 -0.822  -0.323
12 H 2.861 -0.966 -2.157  0.218
13 H 1.889 1.616 -1.148  0.333
14 H 1.070 -2.636 -1.357  0.459
15 H -0.061 0.151 3.183  0.365
16 H 0.690 -0.303 1.423  0.310
17 H -0.876 2.211 -0.417  0.430
18 H -1.914 0.848 -0.460  0.362

The SMILES is C=C(Cc1ccco1)[N+](=O)[O-]. Its multiplicity is 1. Its frontier orbital gap is 8.06 eV. The relative energy (zero: lowest compared OMol25 entry of this formula, charge and spin) is 140.7 kcal per mole. The calculation puts the HOMO energy at -0.327 Ha. The calculation puts the LUMO energy at -0.83 eV.

The following is a DFT calculation (the ωB97M-V functional and the def2-TZVPD basis) of a gas-phase ion, C7H7NO6 (charge -2) in a non-equilibrium geometry.

Last column: Mulliken charge in e.
Positions of all 21 atoms, in Å:
1 C 2.241 1.381 -0.424  -0.382
2 C 2.077 -0.990 -1.363  0.242
3 C -0.224 0.475 -1.190  0.426
4 C -1.787 0.695 1.587  -0.424
5 C -1.802 -0.628 2.211  -0.719
6 C -0.786 -0.336 1.131  -0.102
7 C 1.422 0.427 -1.041  1.784
8 N -0.913 -0.798 -0.256  -0.915
9 O 2.058 1.665 -1.739  -0.498
10 O 1.743 -1.912 -0.553  -0.737
11 O -0.752 1.590 -1.092  -0.863
12 O 2.892 1.934 0.424  -0.695
13 O 2.956 -1.065 -2.272  -0.762
14 O -0.474 -0.063 -2.453  -0.553
15 H -2.681 0.718 0.925  0.171
16 H -1.478 1.723 2.026  0.199
17 H -1.461 -0.709 3.143  0.339
18 H -2.615 -1.276 1.887  0.275
19 H 0.128 -0.370 1.667  0.302
20 H -0.183 -1.444 -0.352  0.494
21 H -0.362 -1.018 -2.264  0.421

The SMILES is O=C([O-])[C@]1([C@@]([O-])(O)NC2CC2)OC1=O. Its multiplicity is 1. Its frontier orbital gap is 6.71 eV. The relative energy (zero: lowest compared OMol25 entry of this formula, charge and spin) is 55.5 kcal per mole. The calculation puts the HOMO energy at -0.024 Ha. As for the charge: -2. The calculation puts the LUMO energy at 6.07 eV.

The following is a DFT calculation (the ωB97M-V functional and the def2-TZVPD basis) of a molecular structure, C7H8 in a non-equilibrium geometry.

Last column: Mulliken charge in e.
Positions of all 15 atoms, in Å:
1 C 0.891 1.576 -1.087  0.304
2 C 1.536 0.582 -1.670  -0.888
3 C -0.142 1.904 -0.147  -0.567
4 C -0.595 0.652 0.030  0.240
5 C 0.303 -0.237 -0.772  0.626
6 C -1.376 0.012 1.108  -1.116
7 C 1.026 -1.366 -0.124  -1.174
8 H -0.335 2.889 0.252  0.428
9 H -0.157 -0.709 -1.933  0.228
10 H -2.218 -0.683 0.762  0.249
11 H -1.852 0.875 1.775  0.301
12 H -0.551 -0.445 1.690  0.379
13 H 1.900 -0.982 0.544  0.262
14 H 1.339 -2.089 -0.910  0.364
15 H 0.230 -1.978 0.484  0.365

Its multiplicity is 1. Its frontier orbital gap is 9.28 eV. The relative energy (zero: lowest compared OMol25 entry of this formula, charge and spin) is 157.4 kcal per mole. The calculation puts the HOMO energy at -0.318 Ha. The calculation puts the LUMO energy at 0.63 eV.

The following is a DFT calculation (the ωB97M-V functional and the def2-TZVPD basis) of C7H8 in the gas phase.

Last column: Mulliken charge in e.
Positions of all 15 atoms, in Å:
1 C 2.099 0.644 0.159  -1.229
2 C 0.591 0.475 0.102  0.360
3 C -1.675 -1.086 -0.235  -0.510
4 C -1.252 -0.264 -1.273  -0.262
5 C -1.284 -0.715 1.047  -0.268
6 C -0.161 0.088 1.219  -0.483
7 C -0.117 0.525 -1.104  -0.479
8 H 2.471 1.661 0.305  0.281
9 H 2.506 0.014 0.960  0.353
10 H 2.536 0.255 -0.771  0.344
11 H -2.308 -1.952 -0.414  0.401
12 H -1.859 -0.218 -2.170  0.378
13 H -1.915 -1.009 1.878  0.374
14 H 0.130 0.442 2.205  0.372
15 H 0.227 1.185 -1.896  0.368

The SMILES is Cc1ccccc1. Its multiplicity is 1. Its frontier orbital gap is 9.66 eV. The relative energy (zero: lowest compared OMol25 entry of this formula, charge and spin) is 21.4 kcal per mole. The calculation puts the HOMO energy at -0.318 Ha. The calculation puts the LUMO energy at 1.01 eV.

The following is a DFT calculation (the ωB97M-V functional and the def2-TZVPD basis) of C7H8 in the gas phase in a non-equilibrium geometry.

Last column: Mulliken charge in e.
Positions of all 15 atoms, in Å:
1 C -1.682 -0.477 1.370  -1.241
2 C -0.499 -0.180 0.476  0.779
3 C -0.363 -0.812 -0.752  -0.513
4 C 0.858 -0.665 -1.458  -0.296
5 C 1.801 0.201 -0.915  -0.624
6 C 1.212 1.309 -0.302  -0.327
7 C 0.134 1.091 0.543  -0.434
8 H -2.398 -0.977 0.720  0.335
9 H -2.115 0.418 1.798  0.356
10 H -1.377 -1.150 2.173  0.265
11 H -0.936 -1.659 -1.113  0.300
12 H 0.922 -1.183 -2.405  0.366
13 H 2.830 0.183 -1.241  0.377
14 H 1.692 2.280 -0.357  0.364
15 H -0.078 1.621 1.463  0.292

The SMILES is Cc1ccccc1. Its multiplicity is 1. Its frontier orbital gap is 9.47 eV. The relative energy (zero: lowest compared OMol25 entry of this formula, charge and spin) is 38.2 kcal per mole. The calculation puts the HOMO energy at -0.319 Ha. The calculation puts the LUMO energy at 0.78 eV.

The following is a DFT calculation (the ωB97M-V functional and the def2-TZVPD basis) of C7H8 in the gas phase.

Last column: Mulliken charge in e.
Positions of all 15 atoms, in Å:
1 C 0.150 0.263 -1.546  -1.258
2 C 0.431 -0.290 -0.181  0.831
3 C -0.767 -0.776 0.614  -1.074
4 C -1.807 0.232 0.840  -0.290
5 C -2.674 1.046 1.025  0.143
6 C 1.610 -0.172 0.461  -0.213
7 C 2.968 0.183 0.302  -0.652
8 H -0.628 -0.304 -2.067  0.311
9 H -0.235 1.282 -1.415  0.302
10 H 1.042 0.321 -2.177  0.395
11 H 1.459 -0.179 1.548  0.228
12 H -1.215 -1.617 0.067  0.315
13 H -0.441 -1.164 1.587  0.352
14 H -3.427 1.782 1.195  0.405
15 H 3.533 -0.606 -0.253  0.202

Its multiplicity is 1. Its frontier orbital gap (spin up / spin down) is 7.72 / 7.67 eV. The relative energy (zero: lowest compared OMol25 entry of this formula, charge and spin) is 152.5 kcal per mole. The calculation puts the HOMO energy (spin up / spin down) at -0.297 / -0.309 Ha. The calculation puts the LUMO energy (spin up / spin down) at -0.38 / -0.73 eV.

The following is a DFT calculation (the ωB97M-V functional and the def2-TZVPD basis) of C7H8 in the gas phase in a non-equilibrium geometry.

Last column: Mulliken charge in e.
Positions of all 15 atoms, in Å:
1 C -2.219 0.481 -0.272  -1.239
2 C 0.142 -0.105 -1.142  -0.526
3 C -0.797 0.021 -0.140  0.696
4 C -0.221 -0.227 1.095  -0.522
5 C 1.188 -0.382 0.945  -0.407
6 C 2.018 0.509 0.026  -0.391
7 C 1.470 -0.596 -0.603  -0.229
8 H -2.754 -0.044 -1.056  0.328
9 H -2.290 1.554 -0.477  0.263
10 H -2.724 0.333 0.680  0.329
11 H 0.191 0.528 -2.023  0.300
12 H -0.748 -0.545 1.989  0.365
13 H 1.690 -0.959 1.708  0.402
14 H 3.008 0.807 0.354  0.244
15 H 2.046 -1.377 -1.084  0.386

Its multiplicity is 1. Its frontier orbital gap is 7.05 eV. The relative energy (zero: lowest compared OMol25 entry of this formula, charge and spin) is 116.0 kcal per mole. The calculation puts the HOMO energy at -0.268 Ha. The calculation puts the LUMO energy at -0.25 eV.

The following is a DFT calculation (the ωB97M-V functional and the def2-TZVPD basis) of a molecular structure, C7H8Br2 in a non-equilibrium geometry.

Last column: Mulliken charge in e.
Positions of all 17 atoms, in Å:
1 C 0.996 -0.316 -1.138  0.005
2 C 2.078 -0.659 -0.517  -0.203
3 C -1.204 -0.244 1.783  -0.001
4 C -0.340 0.582 1.590  -0.170
5 C 1.592 0.933 -1.687  -0.692
6 C 2.877 0.530 -0.968  0.050
7 C -1.953 -1.517 1.791  -0.924
8 Br 2.561 -2.167 0.398  -0.118
9 Br 3.554 1.721 0.508  -0.188
10 H 0.015 -0.986 -1.228  0.263
11 H 0.217 1.332 2.087  0.312
12 H 1.682 1.020 -2.691  0.291
13 H 1.121 1.889 -1.396  0.228
14 H 3.783 0.282 -1.577  0.344
15 H -2.535 -1.574 0.792  0.249
16 H -1.309 -2.330 1.711  0.283
17 H -2.422 -1.650 2.833  0.271

Its multiplicity is 1. Its frontier orbital gap is 10.04 eV. The relative energy (zero: lowest compared OMol25 entry of this formula, charge and spin) is 65.9 kcal per mole. The calculation puts the HOMO energy at -0.342 Ha. The calculation puts the LUMO energy at 0.73 eV.

The following is a DFT calculation (the ωB97M-V functional and the def2-TZVPD basis) of 2 unconnected molecules or ions with the total composition C7H8Br2N2O2 in a non-equilibrium geometry.

Last column: Mulliken charge in e.
Positions of all 21 atoms, in Å:
1 C 0.265 -0.672 -0.991  -0.914
2 C 0.966 0.324 -0.292  0.452
3 C -1.085 -0.923 -0.740  0.605
4 C -0.953 0.610 0.965  -0.250
5 C 2.420 0.687 -0.386  -1.461
6 C -1.914 -1.926 -1.534  -0.728
7 C -2.173 1.958 2.569  -0.315
8 N 0.270 0.985 0.732  0.635
9 N -1.690 -0.271 0.296  0.581
10 O 0.804 1.885 1.456  -0.765
11 O -2.921 -0.468 0.497  -0.759
12 Br -1.711 -1.575 -3.475  -0.151
13 Br -2.931 3.265 1.493  0.010
14 H 0.679 -1.181 -1.796  0.513
15 H 2.765 1.382 0.368  0.362
16 H 2.932 -0.193 -0.214  0.392
17 H 2.531 1.210 -1.264  0.384
18 H -3.080 -1.843 -1.142  0.338
19 H -1.749 -3.056 -1.490  0.344
20 H -1.162 2.048 2.982  0.398
21 H -2.917 1.297 2.972  0.329

Its multiplicity is 1. Its frontier orbital gap (spin up / spin down) is 7.64 / 7.64 eV. The relative energy (zero: lowest compared OMol25 entry of this formula, charge and spin) is 55.0 kcal per mole. The calculation puts the HOMO energy (spin up / spin down) at -0.314 / -0.313 Ha. The calculation puts the LUMO energy (spin up / spin down) at -0.89 / -0.89 eV.

The following is a DFT calculation (the ωB97M-V functional and the def2-TZVPD basis) of C7H8BrN in the gas phase in a non-equilibrium geometry.

Last column: Mulliken charge in e.
Positions of all 17 atoms, in Å:
1 C -1.300 1.916 -0.096  -0.351
2 C 0.052 1.977 -0.132  -0.287
3 C -1.681 0.572 -0.035  -0.038
4 C -0.317 -0.197 -0.053  0.403
5 C -0.860 -2.593 -0.065  -1.205
6 C -0.004 -1.574 -0.153  0.164
7 C 2.070 0.430 0.105  -0.895
8 N 0.630 0.746 -0.034  0.110
9 Br -3.391 -0.161 0.027  -0.177
10 H -1.975 2.847 -0.167  0.314
11 H 0.752 2.751 0.141  0.269
12 H -0.525 -3.525 0.045  0.367
13 H -1.868 -2.546 0.318  0.214
14 H 1.045 -1.627 -0.414  0.140
15 H 2.443 -0.353 -0.597  0.340
16 H 2.652 1.471 0.075  0.240
17 H 2.277 -0.135 1.033  0.391

The SMILES is C=Cc1c(Br)ccn1C. Its multiplicity is 1. Its frontier orbital gap is 8.20 eV. The relative energy (zero: lowest compared OMol25 entry of this formula, charge and spin) is 8.5 kcal per mole. The calculation puts the HOMO energy at -0.273 Ha. The calculation puts the LUMO energy at 0.76 eV.

The following is a DFT calculation (the ωB97M-V functional and the def2-TZVPD basis) of C7H8BrNO2 in the gas phase in a non-equilibrium geometry.

Last column: Mulliken charge in e.
Positions of all 19 atoms, in Å:
1 C 3.379 1.648 -0.082  -0.695
2 C 2.050 1.576 0.021  -0.139
3 C 1.265 0.364 0.082  0.064
4 C -0.038 0.404 0.078  -0.322
5 C -0.930 -0.736 -0.056  0.621
6 C -2.292 -0.641 0.036  0.097
7 C -3.296 -1.727 -0.243  -1.081
8 N -0.325 -2.081 0.078  0.965
9 O -0.921 -2.993 0.587  -0.598
10 O 0.731 -2.101 -0.519  -0.586
11 Br -3.184 1.101 0.124  -0.158
12 H 4.090 2.484 -0.135  0.290
13 H 3.950 0.658 -0.135  0.190
14 H 1.325 2.505 0.204  0.097
15 H 1.736 -0.646 0.171  0.308
16 H -0.467 1.433 0.290  0.026
17 H -4.177 -1.556 0.506  0.302
18 H -3.715 -1.683 -1.313  0.267
19 H -3.003 -2.773 -0.080  0.352

The SMILES is C=C/C=C/C(=C(/C)Br)[N+](=O)[O-]. Its multiplicity is 1. Its frontier orbital gap is 7.93 eV. The relative energy (zero: lowest compared OMol25 entry of this formula, charge and spin) is 123.6 kcal per mole. The calculation puts the HOMO energy at -0.318 Ha. The calculation puts the LUMO energy at -0.73 eV.

The following is a DFT calculation (the ωB97M-V functional and the def2-TZVPD basis) of a molecular structure, C7H8Cl2LuN2O3PmS in a non-equilibrium geometry.

Last column: Mulliken charge in e.
Positions of all 25 atoms, in Å:
1 Lu -1.155 -0.382 -4.878  1.697
2 Pm 0.207 -0.220 -1.215  1.575
3 Cl -1.221 -2.168 -3.196  -0.424
4 Cl -0.931 1.591 -3.227  -0.433
5 C 1.362 1.749 -0.855  -0.044
6 C 0.139 -2.072 -5.974  0.279
7 C 0.218 0.845 -6.451  0.180
8 O 1.870 2.763 -0.577  0.077
9 O 0.492 -3.035 -6.535  0.012
10 O 0.641 1.503 -7.281  0.069
11 S -1.848 -1.048 0.089  -0.257
12 C -0.882 -0.483 1.380  0.537
13 N -1.500 0.151 2.388  -0.127
14 C -0.885 0.342 3.730  -0.512
15 C 0.550 0.731 3.519  -0.488
16 C 1.289 -0.291 2.709  -0.599
17 N 0.493 -0.526 1.394  -0.322
18 H -2.518 0.148 2.333  0.287
19 H -0.974 -0.601 4.295  0.324
20 H -1.481 1.112 4.231  0.390
21 H 1.017 0.864 4.481  0.365
22 H 0.610 1.689 3.024  0.264
23 H 1.357 -1.255 3.232  0.342
24 H 2.292 0.020 2.416  0.353
25 H 0.859 -1.423 0.968  0.455

Its multiplicity is 5. Its frontier orbital gap (spin up / spin down) is 7.22 / 7.53 eV. The relative energy (zero: lowest compared OMol25 entry of this formula, charge and spin) is 20.0 kcal per mole. The calculation puts the HOMO energy (spin up / spin down) at -0.837 / -0.838 Ha. As for the charge: +4. Its expectation value of S² is 6.009. The calculation puts the LUMO energy (spin up / spin down) at -15.56 / -15.27 eV.

The following is a DFT calculation (the ωB97M-V functional and the def2-TZVPD basis) of a gas-phase ion, C7H8ClFN3 (charge +1) in a non-equilibrium geometry.

Last column: Mulliken charge in e.
Positions of all 20 atoms, in Å:
1 C -0.085 1.174 -0.622  -0.324
2 C -1.354 1.239 0.132  0.502
3 C -2.420 -0.804 -0.557  0.518
4 C 0.918 -2.833 1.660  -0.506
5 C 1.014 1.976 -0.433  -0.140
6 C -0.258 -2.362 1.257  0.147
7 C 2.204 2.076 -1.268  -1.071
8 N -2.321 0.404 -0.117  -0.357
9 N -1.487 -1.703 -0.580  -0.046
10 N -0.449 -2.062 -0.046  -0.141
11 F -3.547 -1.204 -1.101  -0.217
12 Cl -1.725 2.428 1.330  -0.079
13 H 0.966 -2.964 2.774  0.265
14 H 1.550 -3.022 0.853  0.349
15 H 0.912 2.650 0.410  0.320
16 H -1.163 -2.049 2.017  0.280
17 H 2.200 3.053 -1.583  0.361
18 H 2.134 1.402 -2.206  0.303
19 H 3.146 2.044 -0.539  0.311
20 H -0.236 0.558 -1.382  0.525

The SMILES is C=CN=[N+]=C(F)/N=C(Cl)\C=C\C. Its multiplicity is 1. Its frontier orbital gap is 7.68 eV. The relative energy (zero: lowest compared OMol25 entry of this formula, charge and spin) is 10.9 kcal per mole. The calculation puts the HOMO energy at -0.500 Ha. As for the charge: +1. The calculation puts the LUMO energy at -5.94 eV.